15
Properties=species:S:1:pos:R:3 method="wB97M-V/def2-TZVPD" total_charge=0 homo_lumo_gap_ha=0.37148 homo_energy_ha=-0.323 energy_ev=-6818.5477 de_lowest_kcal_mol=56.43 smiles=C1CC1N1CC1 spin_multiplicity=1
C -0.38782 0.34970 -1.86686
C -1.50623 -0.23537 -1.05625
C -0.36612 0.43756 -0.35487
N 0.59426 -0.37901 0.28056
C 0.45974 -0.67099 1.69474
C 1.60785 0.17432 1.14840
H -0.61076 1.26034 -2.37953
H 0.18630 -0.46790 -2.30494
H -1.56131 -1.31102 -0.89024
H -2.49462 0.24940 -0.98213
H -0.40608 1.48393 0.01288
H -0.31821 -0.12081 2.22727
H 0.64315 -1.69347 1.94143
H 2.56523 -0.33401 1.16499
H 1.59462 1.25733 1.36454

169
Properties=species:S:1:pos:R:3 method="wB97M-V/def2-TZVPD" total_charge=+1 homo_lumo_gap_ha=0.31765 homo_energy_ha=-0.427 energy_ev=-144467.5841 spin_multiplicity=1
C 1.07405 -0.74830 3.12314
P -0.48559 0.16967 3.45314
C -0.29277 0.45255 5.26678
C -0.28138 1.94856 2.78517
C -1.61774 2.64433 3.16908
C -1.53977 4.10438 3.61719
O -1.16294 4.27804 4.97796
C 0.95159 2.54571 3.46811
N 1.64739 3.62119 2.69074
C 2.15853 3.13789 1.34338
C 3.66942 3.02326 1.36811
C 4.26601 2.03756 2.39313
C 4.73552 2.71582 3.65343
F 4.50134 4.06697 3.70434
C 5.26431 2.13101 4.74675
F 6.38842 1.46256 4.75593
F 4.69711 2.18897 5.93476
C 1.39847 1.91287 0.83874
C -0.08341 1.94123 1.22912
Cl -0.65603 3.55260 0.53467
C -0.93041 0.85361 0.52355
C -0.22664 -0.40303 0.07032
N 0.55793 -0.38818 -0.91750
H 0.94704 -1.51958 2.36905
H 1.33379 -1.27285 4.04518
H 1.94414 -0.13711 2.87774
H -0.66942 -0.41351 5.80526
H 0.76411 0.57702 5.52160
H -0.79412 1.36173 5.59238
H -2.34911 2.54402 2.36984
H -2.05520 2.10173 4.01528
H -0.88072 4.70867 2.99471
H -2.53440 4.54285 3.48680
H -1.39415 3.48762 5.47560
H 0.74875 2.91453 4.47013
H 1.71326 1.77268 3.58169
H 2.45974 3.91912 3.24011
H 1.07488 4.45618 2.56734
H 1.94210 3.94424 0.64623
H 4.01466 2.79905 0.36046
H 4.02241 4.03130 1.58204
H 5.12750 1.58050 1.89206
H 3.60853 1.20542 2.64539
H 1.42659 1.99745 -0.24833
H 1.85405 0.95474 1.08364
H -1.33559 1.30751 -0.38126
H -1.79132 0.58257 1.13355
H -0.45535 -1.31930 0.62089
H 0.91920 -1.32442 -1.09770
C 4.82720 -1.31157 3.90469
O 5.26094 -2.61643 3.53457
C 4.24180 -3.43806 3.25798
O 3.07638 -3.12470 3.29958
O 4.72268 -4.62175 2.91947
C 3.71542 -5.58601 2.58119
H 5.71980 -0.72547 4.09685
H 4.25509 -0.86328 3.09235
H 4.21779 -1.35734 4.80716
H 3.13492 -5.24081 1.72716
H 3.05918 -5.77789 3.42702
H 4.23627 -6.50220 2.32034
C 4.38181 -5.60307 -1.39431
O 2.95290 -5.53083 -1.41267
C 2.42655 -5.34027 -2.62786
O 3.04433 -5.22977 -3.65111
O 1.10013 -5.29428 -2.49753
C 0.38734 -5.10157 -3.72912
H 4.65426 -5.75758 -0.35394
H 4.74806 -6.43602 -1.99027
H 4.82151 -4.67405 -1.75209
H 0.58206 -5.92196 -4.41594
H 0.66782 -4.15492 -4.18592
H -0.66536 -5.08555 -3.46096
C -0.27461 10.06790 -3.75625
O -0.02215 8.66085 -3.61745
C -0.53135 8.11333 -2.52329
O -1.15992 8.67740 -1.66458
O -0.22444 6.81081 -2.51836
C -0.72634 6.10487 -1.38138
H 0.19983 10.36221 -4.68643
H -1.34399 10.25995 -3.80938
H 0.16182 10.61763 -2.92499
H -1.81372 6.15335 -1.34802
H -0.31071 6.51650 -0.46111
H -0.40796 5.07744 -1.51215
C 4.98500 7.48368 2.86103
O 4.49900 8.17760 1.70566
C 3.77052 7.42057 0.89162
O 3.49444 6.25312 1.07834
O 3.37208 8.14972 -0.14160
C 2.56015 7.43147 -1.08714
H 5.53716 8.19713 3.46326
H 4.14219 7.09773 3.43159
H 5.63942 6.66591 2.56522
H 1.65710 7.05734 -0.60860
H 3.12216 6.61107 -1.52755
H 2.29766 8.15125 -1.85600
C -3.87961 9.48637 -1.96640
O -5.23407 9.93984 -2.07418
C -5.68470 10.57810 -0.99517
O -5.06103 10.78187 0.01457
O -6.94245 10.95029 -1.22406
C -7.55667 11.65478 -0.13982
H -3.66163 8.98920 -2.90747
H -3.19882 10.32115 -1.82445
H -3.76945 8.78212 -1.14589
H -7.01490 12.57333 0.07597
H -7.59442 11.03023 0.75047
H -8.56357 11.88827 -0.47125
C 0.64654 -7.18239 0.00933
O 0.70607 -8.57422 0.33135
C 0.28248 -8.87044 1.55817
O -0.11878 -8.07899 2.37463
O 0.38049 -10.18557 1.73055
C -0.04714 -10.65014 3.01562
H 1.01359 -7.06781 -0.99925
H -0.37910 -6.81832 0.05333
H 1.27636 -6.60412 0.68272
H -1.09649 -10.41337 3.17859
H 0.55879 -10.20812 3.80404
H 0.09111 -11.72654 3.00202
C -3.80629 -6.55752 -0.79031
O -4.97580 -5.75256 -0.96462
C -4.86783 -4.82251 -1.91038
O -3.89923 -4.61910 -2.59969
O -6.01831 -4.15523 -1.96765
C -6.05483 -3.11739 -2.95208
H -4.01681 -7.26939 0.00200
H -3.57406 -7.10661 -1.70186
H -2.96023 -5.93961 -0.49379
H -5.90817 -3.52863 -3.94878
H -5.29363 -2.36709 -2.74652
H -7.04246 -2.67346 -2.87755
C -4.36090 -8.07567 -4.99823
O -4.12405 -9.41410 -5.43628
C -3.25685 -10.07911 -4.67418
O -2.70063 -9.64382 -3.69648
O -3.10762 -11.30044 -5.17732
C -2.18297 -12.13049 -4.46343
H -5.07399 -7.63822 -5.69052
H -4.78425 -8.06625 -3.99479
H -3.44076 -7.49460 -5.02190
H -2.50917 -12.27785 -3.43574
H -1.18836 -11.68958 -4.47446
H -2.17368 -13.08018 -4.98876
C -5.32234 -11.58330 -2.58242
O -5.77504 -12.49088 -1.57399
C -6.71662 -13.34068 -1.98789
O -7.18264 -13.38777 -3.09589
O -7.04912 -14.12532 -0.96485
C -8.05854 -15.09391 -1.27098
H -4.56688 -10.95747 -2.11531
H -4.88598 -12.12936 -3.41631
H -6.14308 -10.96135 -2.93699
H -7.71937 -15.76475 -2.05760
H -8.98019 -14.60281 -1.57624
H -8.22180 -15.65111 -0.35382
C 6.26589 14.23572 -2.66024
O 6.44067 13.32434 -1.56949
C 5.91347 12.11963 -1.77010
O 5.32619 11.76074 -2.75881
O 6.14357 11.37480 -0.68929
C 5.62338 10.04339 -0.77833
H 6.74224 15.16093 -2.35186
H 6.74499 13.85336 -3.55913
H 5.20836 14.40799 -2.84952
H 6.08900 9.51514 -1.60995
H 4.54682 10.06535 -0.90627
H 5.87832 9.55628 0.15640

56
Properties=species:S:1:pos:R:3 method="wB97M-V/def2-TZVPD" total_charge=0 homo_lumo_gap_ha=0.31286 homo_energy_ha=-0.314 energy_ev=-54857.7885 smiles="CCOC(=O)CCC[C@]1(C[C@@H]2CO2)CCO[C@]1(B(N)O)C(F)(F)C(F)(F)C(F)(F)C(F)(F)F" spin_multiplicity=1
C 0.44616 3.63912 -3.48680
C -0.98965 3.25343 -3.92734
O -1.99859 3.67911 -2.95571
C -2.85751 2.60891 -2.79581
O -3.78475 2.51977 -3.52296
C -2.70449 1.55165 -1.69060
C -1.33404 1.55838 -0.93088
C -0.46454 0.31835 -1.29167
C -0.42423 -0.89559 -0.29663
C 0.59121 -1.86782 -0.96673
C 2.08711 -1.37886 -0.66670
C 3.15012 -1.73864 -1.86734
O 3.01507 -2.38463 -0.42125
C -1.81051 -1.62737 -0.55362
C -2.76987 -1.05142 0.53689
O -1.89750 -0.36542 1.40770
C -0.47612 -0.70630 1.26182
B -0.54689 -2.15017 2.04483
N -1.53222 -2.32591 3.12692
O 0.32192 -3.21428 1.79431
C 0.21870 0.51785 1.94319
F 0.92847 1.31156 1.08095
F -0.73432 1.35893 2.41987
C 1.15293 0.27958 3.16779
F 0.52937 -0.20768 4.25075
F 1.48593 1.55391 3.57406
C 2.53619 -0.37215 2.91536
F 2.49943 -1.56463 2.29469
F 3.33565 0.42211 2.16909
C 3.36471 -0.62132 4.24209
F 4.52893 -1.16646 3.82249
F 2.80854 -1.53478 5.02425
F 3.69064 0.49096 4.86992
H 0.49083 4.50142 -2.80625
H 0.92644 2.74397 -3.05319
H 1.02784 3.87896 -4.39891
H -1.27078 3.67457 -4.90591
H -1.03089 2.14668 -3.96842
H -2.89892 0.57839 -2.17740
H -3.53656 1.69569 -0.97604
H -1.50375 1.73770 0.13852
H -0.78641 2.44812 -1.30145
H -0.77558 -0.07138 -2.27892
H 0.57551 0.68101 -1.45110
H 0.54793 -2.92059 -0.66255
H 0.53664 -1.78823 -2.06264
H 2.21982 -0.39965 -0.15427
H 3.46314 -0.62723 -1.81266
H 4.20771 -2.06091 -1.81096
H -2.26493 -1.46380 -1.54617
H -1.63034 -2.72269 -0.56928
H -3.54539 -0.40773 0.09336
H -3.31848 -1.89831 1.00895
H -1.15409 -2.97050 3.82016
H -2.42336 -2.67841 2.78659
H -0.22222 -3.96727 1.51560

93
Properties=species:S:1:pos:R:3 method="wB97M-V/def2-TZVPD" total_charge=0 homo_lumo_gap_ha=0.23389 homo_energy_ha=-0.236 energy_ev=-83904.6307 de_lowest_kcal_mol=0.00 spin_multiplicity=1
Mg -0.35872 -0.05486 -0.12204
C -1.50833 -3.14675 -1.86728
C -2.18070 -2.88222 -0.54892
C -2.89772 -3.93595 0.06070
C -3.58982 -3.70087 1.20876
C -3.63939 -2.39767 1.74308
C -4.38885 -2.09161 2.90042
C -4.43118 -0.79980 3.34188
C -3.75777 0.21879 2.64623
C -3.01038 -0.02627 1.51053
S -2.27359 1.28651 0.62800
C -2.91639 -1.38714 1.06556
N -2.14381 -1.66956 -0.03065
H -1.32443 -4.21280 -1.99921
H -0.56892 -2.61489 -1.95694
H -2.16927 -2.81700 -2.67407
H -2.87702 -4.91836 -0.39182
H -4.12643 -4.49773 1.71067
H -4.92200 -2.88446 3.40973
H -4.99999 -0.54418 4.22711
H -3.83283 1.24066 2.99476
C -0.63594 -1.83604 3.54476
C 0.07644 -0.48680 3.44278
C -0.06021 0.29383 4.75224
C 1.53107 -0.64542 3.04562
C 2.38464 -1.39863 3.84793
C 3.72755 -1.53464 3.54092
C 4.23388 -0.89847 2.41589
C 3.41525 -0.13449 1.59413
C 4.01096 0.58768 0.39813
C 4.47213 -0.38832 -0.68427
C 5.15096 1.51749 0.81568
C 2.04189 -0.01647 1.89736
N 1.20133 0.71912 1.03800
C 1.31052 2.07836 1.17057
C 1.91850 2.76603 2.23703
C 1.97332 4.15377 2.27081
C 1.43648 4.92442 1.25181
C 0.84159 4.27814 0.16985
C 0.80439 2.91083 0.16189
F 0.25978 2.26427 -0.92361
H -1.68669 -1.69149 3.80437
H -0.18168 -2.46489 4.31537
H -0.59277 -2.38750 2.60360
H -0.41346 0.10876 2.67023
H 0.39625 -0.24698 5.58560
H -1.11462 0.45123 4.98786
H 0.42065 1.26983 4.67430
H 1.98954 -1.87102 4.74093
H 4.38396 -2.10415 4.18900
H 5.29082 -0.98357 2.18374
H 3.22039 1.19708 -0.03819
H 5.23300 -1.07825 -0.30737
H 4.89916 0.14907 -1.53344
H 3.62258 -0.97299 -1.04784
H 5.98550 0.95483 1.24128
H 4.80800 2.23562 1.56047
H 5.52738 2.07379 -0.04542
H 2.34318 2.19397 3.05252
H 2.44278 4.63717 3.11910
H 1.47680 6.00400 1.28785
H 0.41388 4.82304 -0.66145
N 3.83640 -3.66799 0.62186
C 2.86962 -4.07790 1.45582
N 3.19455 -4.97563 2.40982
N 1.61225 -3.71068 1.38674
C 1.23293 -2.79326 0.54157
N 0.82518 -1.96564 -0.16232
H 4.77392 -4.01706 0.69037
H 3.62807 -2.99154 -0.09236
H 4.15572 -5.09362 2.67488
H 2.50439 -5.08915 3.13311
S -1.09252 -0.10838 -6.77601
C -0.84495 -0.10208 -5.02054
C -1.90843 0.20535 -4.18692
C -1.69175 0.24739 -2.81827
N -0.50340 -0.00542 -2.27499
C 0.52583 -0.27442 -3.08201
C 0.40815 -0.32534 -4.45447
C 0.01576 -1.40119 -7.27981
C 0.08762 -2.61453 -6.60360
C 0.93930 -3.58901 -7.09211
N 1.68206 -3.44484 -8.18971
C 1.58491 -2.29101 -8.83725
C 0.77664 -1.23765 -8.42544
H -2.89498 0.39183 -4.58791
H -2.48590 0.47783 -2.11588
H 1.47749 -0.45579 -2.59567
H 1.26991 -0.53861 -5.07032
H -0.50419 -2.79719 -5.71707
H 1.02278 -4.54118 -6.58058
H 2.19095 -2.18829 -9.73033
H 0.75496 -0.30960 -8.98017

13
Properties=species:S:1:pos:R:3 method="wB97M-V/def2-TZVPD" total_charge=0 homo_lumo_gap_ha="0.29270 / 0.27176" homo_energy_ha="-0.263 / -0.352" energy_ev=-51953.9024 de_lowest_kcal_mol=4.20 spin_multiplicity=3
O -2.25267 -1.22045 0.13798
C -1.38998 -0.36704 0.78829
C -0.33392 0.25439 -0.11254
O 0.90845 -0.31436 0.23430
C 2.02527 0.40670 -0.22192
Cu -2.29752 -1.83671 -1.47201
H -0.95760 -0.87233 1.67607
H -1.95414 0.47229 1.24496
H -0.44648 1.34711 0.01152
H -0.25234 0.36756 -1.21151
H 1.98494 0.56867 -1.31270
H 2.05624 1.40118 0.25436
H 2.90976 -0.20702 -0.01678

14
Properties=species:S:1:pos:R:3 method="wB97M-V/def2-TZVPD" total_charge=0 homo_lumo_gap_ha=0.34901 homo_energy_ha=-0.326 energy_ev=-7359.7548 de_lowest_kcal_mol=57.66 smiles="C=CC(=C)CO" spin_multiplicity=1
C 0.15649 1.28670 1.87163
C 0.20162 0.03080 1.34857
C 0.11567 -0.50432 -0.07331
C 0.25819 -1.83278 -0.22141
C -0.35248 0.39674 -1.11242
O -0.51064 -0.28722 -2.34746
H -0.01521 2.14033 1.22968
H 0.39423 1.37104 2.94416
H 0.53028 -0.72237 1.98384
H -0.02763 -2.20037 -1.22993
H 0.50764 -2.38433 0.68736
H -1.27055 0.87657 -0.73445
H 0.35717 1.32364 -1.25486
H -0.34479 0.50559 -3.09141